Computed, not measured: an isolated molecule of C17H19NO3, with ωB97M-V/def2-TZVPD.

Cartesian coordinates (Å):
O: 0.566 -1.645 0.650
O: -3.252 2.686 -1.738
O: 2.156 -0.384 -0.342
N: 3.265 -4.104 0.738
C: 4.047 -5.674 2.385
C: -2.459 0.800 -0.652
C: -2.154 5.504 -0.731
C: -3.330 5.148 -1.646
C: -0.836 2.268 -1.656
C: 3.108 -4.589 1.961
C: 0.167 1.424 -1.227
C: 1.274 -3.111 2.377
C: -3.154 3.881 -2.490
C: 2.470 -3.143 0.308
C: 1.455 -2.607 1.092
C: -1.456 -0.036 -0.224
C: 2.112 -4.115 2.816
C: -2.169 1.966 -1.376
C: -2.173 4.761 0.600
C: 0.997 -0.593 -0.086
C: -0.123 0.267 -0.509
H: 0.488 -2.713 3.001
H: -3.494 0.582 -0.442
H: 2.651 -2.793 -0.698
H: -4.234 5.038 -1.045
H: 4.624 -5.356 3.251
H: -2.195 6.576 -0.526
H: -2.105 3.686 0.460
H: -3.493 5.967 -2.351
H: -2.222 3.925 -3.060
H: -3.984 3.827 -3.205
H: 1.200 1.651 -1.440
H: -1.212 5.310 -1.248
H: -0.564 3.158 -2.201
H: -1.695 -0.929 0.331
H: -3.093 4.979 1.139
H: 4.724 -5.904 1.569
H: -1.334 5.075 1.216
H: 2.002 -4.530 3.807
H: 3.492 -6.570 2.659

Values from the calculation:
Total charge: 0
Gap between HOMO and LUMO in eV: 9.346
Highest occupied orbital energy in Eh: -0.3217
SMILES: CCCCOc1ccc(C(=O)Oc2ccc(C)nc2)cc1
Energy above the lowest of the compared OMol25 structures with the same formula, charge and spin in kcal/mol: 20.0
DFT total energy in a.u.: -939.68202
2S+1: 1

Computed, not measured: an isolated molecule of C17H19NO6S in a non-equilibrium geometry, with ωB97M-V/def2-TZVPD.

Cartesian coordinates (Å):
S: -0.665 -2.290 2.523
O: -3.132 0.237 -2.203
O: 2.775 2.943 -0.223
O: -0.974 -3.693 2.481
O: 1.640 -0.290 0.729
O: 0.552 1.700 -3.993
O: -1.007 -1.551 3.706
N: 2.097 1.341 -1.657
C: -1.800 -0.169 1.196
C: -1.386 -1.482 1.100
C: 1.835 1.055 0.756
C: 1.159 -2.112 2.255
C: 1.489 0.377 2.853
C: 1.750 1.504 2.051
C: -2.554 -0.256 -1.085
C: -2.107 -1.581 -1.171
C: -2.385 0.452 0.105
C: 1.156 0.326 -2.073
C: 1.457 2.701 -3.580
C: -3.688 1.533 -2.177
C: 1.447 -0.695 2.004
C: 0.040 0.997 -2.889
C: 2.246 1.857 -0.409
C: -1.529 -2.191 -0.080
C: 2.614 2.097 -2.783
H: 1.351 0.347 3.914
H: 1.619 -2.477 3.169
H: 0.724 -0.189 -1.219
H: -2.247 -2.108 -2.101
H: 1.681 -0.399 -2.705
H: -1.209 -3.221 -0.115
H: 3.265 2.882 -2.396
H: -1.679 0.348 2.134
H: 1.820 3.180 -4.490
H: -4.126 1.682 -3.162
H: 1.872 2.520 2.366
H: -4.468 1.618 -1.415
H: 0.937 3.445 -2.958
H: -2.923 2.297 -2.006
H: -2.715 1.474 0.197
H: 3.184 1.415 -3.422
H: -0.648 0.252 -3.290
H: 1.413 -2.743 1.409
H: -0.509 1.687 -2.228

Values from the calculation:
Total charge: 0
Gap between HOMO and LUMO in eV: 9.353
Highest occupied orbital energy in Eh: -0.3255
SMILES: COc1ccc(S(=O)(=O)Cc2ccc(C(=O)N3CCOCC3)o2)cc1
Energy above the lowest of the compared OMol25 structures with the same formula, charge and spin in kcal/mol: 31.0
DFT total energy in a.u.: -1563.55199
2S+1: 1

Computed, not measured: a structure of composition C17H20Br2FeN7O3, with ωB97M-V/def2-TZVPD.

Cartesian coordinates (Å):
Br: -1.045 -1.152 6.531
Br: -0.643 -6.679 0.973
Fe: -0.487 0.012 -0.234
O: 1.558 0.130 -0.600
O: -3.361 0.088 -3.392
O: 3.501 1.230 -0.593
N: -0.208 -2.145 0.196
N: 4.159 2.545 1.738
N: -1.823 0.045 -1.574
N: -0.758 -0.271 1.993
N: 5.321 4.443 2.395
N: 0.074 2.317 -0.303
N: 6.086 3.122 0.651
C: -0.450 -4.839 0.647
C: 2.252 1.179 -0.605
C: -0.663 -3.939 1.678
C: -2.600 0.070 -2.487
C: -0.996 0.520 4.238
C: 2.835 2.913 2.238
C: -0.929 -0.783 4.694
C: 1.469 2.506 -0.733
C: -0.108 -4.385 -0.611
C: -0.782 -1.821 3.794
C: 2.166 3.742 -0.143
C: 5.183 3.375 1.601
C: -0.702 -1.530 2.441
C: 2.113 3.963 1.377
C: -0.904 0.716 2.875
C: -0.521 -2.589 1.409
C: -0.004 -3.017 -0.788
H: -0.085 2.726 0.606
H: 1.077 4.027 1.720
H: 4.735 4.549 3.205
H: 2.906 3.249 3.275
H: -0.720 -2.839 4.153
H: 6.909 3.684 0.532
H: -1.120 1.351 4.919
H: -0.569 2.765 -0.942
H: -0.949 -4.299 2.656
H: 5.832 2.474 -0.083
H: 0.252 -2.595 -1.753
H: 3.203 3.719 -0.476
H: 6.143 5.018 2.341
H: 2.539 4.947 1.577
H: 2.265 1.985 2.251
H: 1.448 2.658 -1.812
H: 0.060 -5.067 -1.431
H: 4.116 1.861 0.978
H: -0.975 1.719 2.465
H: 1.717 4.623 -0.605

Values from the calculation:
Total charge: +1
Gap between HOMO and LUMO (alpha / beta) in eV: 8.077 / 7.629
⟨S²⟩: 6.01
Highest occupied orbital energy (alpha / beta) in Eh: -0.4105 / -0.3977
Energy above the lowest of the compared OMol25 structures with the same formula, charge and spin in kcal/mol: 8.4
DFT total energy in a.u.: -7680.52383
2S+1: 5

Computed, not measured: a structure of composition C17H20Br33N3, with ωB97M-V/def2-TZVPD.

Cartesian coordinates (Å):
Br: 1.168 -2.816 -6.216
Br: 8.969 -1.122 -1.660
Br: -2.118 -0.049 -7.139
Br: -0.395 -5.072 -7.836
Br: -0.919 1.006 -0.397
Br: -11.152 6.580 0.589
Br: 11.005 -1.327 0.780
Br: -7.941 4.197 2.500
Br: 1.965 3.178 -5.603
Br: -11.304 6.052 3.721
Br: -2.694 7.704 4.140
Br: -1.218 -6.343 4.590
Br: -8.337 2.047 4.810
Br: 1.373 0.744 -3.632
Br: -0.781 -4.784 -4.688
Br: -2.121 -4.928 1.879
Br: 2.198 0.174 -6.643
Br: -2.347 -0.433 -3.995
Br: -1.639 3.755 1.044
Br: -0.799 -2.861 -0.733
Br: 10.406 1.500 -0.560
Br: -4.339 5.531 2.493
Br: 0.454 -8.528 -0.560
Br: -2.171 -8.098 2.106
Br: -3.422 -2.701 -5.929
Br: -3.832 -1.938 -0.455
Br: 1.417 2.853 0.669
Br: -4.658 5.694 5.647
Br: 1.410 -6.298 1.504
Br: -3.134 -4.695 -1.906
Br: -12.181 3.773 1.684
Br: -6.552 1.343 2.264
Br: 1.583 -5.754 -1.627
N: 3.551 0.148 -0.118
N: 4.846 0.090 3.096
N: 4.426 3.684 0.271
C: 0.438 -4.599 -6.164
C: -3.465 5.943 4.156
C: -12.084 5.668 2.006
C: -7.151 2.730 3.457
C: -2.553 -2.899 -1.522
C: -3.150 -0.811 -5.703
C: 3.605 0.414 0.997
C: 0.620 -6.642 -0.217
C: 3.835 0.869 2.386
C: 10.554 -0.396 -0.844
C: 1.297 1.381 -5.442
C: -0.364 2.817 -0.055
C: 4.148 2.396 2.518
C: 5.947 -0.420 2.272
C: 4.231 3.160 1.273
C: -2.372 -6.434 3.051
C: 6.760 0.671 1.589
H: 5.114 2.459 3.013
H: 6.630 -0.924 2.962
H: 7.043 1.474 2.266
H: -2.462 -2.377 -2.467
H: -0.380 -6.228 -0.196
H: -6.276 3.116 3.962
H: 7.630 0.186 1.148
H: -13.097 6.044 2.019
H: 0.255 1.397 -5.734
H: 11.368 -0.550 -1.537
H: -0.324 3.329 -1.006
H: -4.123 -0.343 -5.719
H: -3.388 -6.390 3.414
H: 4.386 -0.685 3.557
H: 6.216 1.094 0.742
H: 2.894 0.714 2.915
H: 1.252 -5.291 -6.005
H: 3.426 2.875 3.177
H: -2.654 5.239 4.275
H: 5.646 -1.196 1.560

Values from the calculation:
Total charge: 0
Gap between HOMO and LUMO in eV: 9.810
Highest occupied orbital energy in Eh: -0.3685
DFT total energy in a.u.: -85766.34738
2S+1: 1

Computed, not measured: an isolated molecule of C17H20BrFN6O2, with ωB97M-V/def2-TZVPD.

Cartesian coordinates (Å):
Br: -1.046 -1.181 -4.766
F: 0.977 -4.912 -0.770
O: 2.017 0.239 -1.458
O: -2.966 1.026 -4.666
N: -2.087 2.348 -3.042
N: -0.196 -2.035 1.101
N: 1.293 -1.515 -2.659
N: -1.046 -0.152 0.599
N: -1.049 -1.409 0.284
N: -0.090 1.732 -1.947
C: -0.971 0.317 -3.613
C: 1.196 -0.245 -2.210
C: 0.381 -1.156 1.946
C: 0.436 2.497 1.312
C: -0.170 0.056 1.620
C: 2.325 -2.405 -2.152
C: -2.008 1.251 -3.763
C: 1.463 1.921 2.246
C: -1.105 2.534 -2.163
C: 2.057 -2.792 -0.699
C: -0.010 0.600 -2.651
C: -0.826 1.639 3.434
C: 0.759 -3.550 -0.532
C: -2.224 2.146 3.234
C: 0.143 -3.423 0.855
C: 0.053 1.384 2.243
C: -1.188 3.022 3.887
H: -2.504 2.385 2.217
H: -1.264 3.191 4.952
H: 2.872 -3.406 -0.308
H: 1.111 -1.450 2.680
H: 0.015 -3.213 -1.255
H: -1.156 3.439 -1.568
H: 2.340 -3.286 -2.794
H: -0.698 0.913 4.230
H: 0.062 3.490 1.515
H: -3.583 1.769 -4.606
H: 0.843 -3.746 1.625
H: -0.758 -4.032 0.916
H: -3.017 1.741 3.847
H: 3.291 -1.907 -2.229
H: 0.533 2.233 0.267
H: 2.026 -1.869 -0.118
H: 1.747 2.510 3.108
H: -0.818 3.868 3.326
H: 0.598 -1.881 -3.285
H: 2.242 1.315 1.806

Values from the calculation:
Total charge: 0
Gap between HOMO and LUMO in eV: 9.352
Highest occupied orbital energy in Eh: -0.3413
SMILES: O=C(NCC[C@@H](F)Cn1cc(C2(C3CC3)CC2)nn1)c1ncnc(O)c1Br
Energy above the lowest of the compared OMol25 structures with the same formula, charge and spin in kcal/mol: 10.6
DFT total energy in a.u.: -3812.66038
2S+1: 1

Computed, not measured: a structure of composition C17H20CaF6N2O in a non-equilibrium geometry, with ωB97M-V/def2-TZVPD.

Cartesian coordinates (Å):
Ca: -1.084 0.383 0.161
F: 1.419 -1.759 2.583
F: 0.352 -1.550 4.499
F: -0.698 2.386 3.716
F: -1.987 0.738 3.068
F: -0.968 0.616 4.996
F: -0.782 -1.697 2.614
O: 0.435 0.691 1.688
N: 0.769 0.821 -1.413
N: 0.370 -1.703 -0.485
C: -3.471 0.653 -0.519
C: 3.119 1.605 -2.694
C: 2.383 -3.653 -0.568
C: 0.348 -1.157 3.194
C: 2.915 0.271 -2.350
C: 0.202 -2.896 0.098
C: -3.316 -0.585 0.399
C: 2.554 -2.435 -1.210
C: 1.670 0.850 3.762
C: 0.977 2.113 -1.724
C: 1.540 -1.458 -1.137
C: 0.439 0.393 3.007
C: -1.422 2.831 0.401
C: -0.806 1.027 3.712
C: 1.185 -3.893 0.104
C: 1.736 -0.095 -1.672
C: 2.144 2.549 -2.370
H: -3.454 1.601 0.032
H: -4.320 -0.980 0.597
H: -2.756 -1.413 -0.071
H: 3.176 -4.397 -0.590
H: -4.450 0.576 -1.010
H: 1.509 0.680 4.830
H: 4.039 1.887 -3.197
H: -0.444 3.106 0.808
H: 2.252 3.605 -2.590
H: -2.751 0.731 -1.349
H: -2.201 3.078 1.129
H: 0.989 -4.818 0.641
H: 2.535 0.280 3.410
H: -0.763 -3.056 0.595
H: -1.603 3.367 -0.540
H: 3.645 -0.503 -2.572
H: 1.837 1.910 3.559
H: -2.917 -0.371 1.407
H: 3.466 -2.200 -1.757
H: 0.188 2.799 -1.405

Values from the calculation:
Total charge: 0
Gap between HOMO and LUMO in eV: 5.559
Highest occupied orbital energy in Eh: -0.2248
Energy above the lowest of the compared OMol25 structures with the same formula, charge and spin in kcal/mol: 0.0
DFT total energy in a.u.: -2121.39545
2S+1: 1

Computed, not measured: an isolated molecule of C17H20ClN3O3S in a non-equilibrium geometry, with ωB97M-V/def2-TZVPD.

Cartesian coordinates (Å):
Cl: -2.156 1.665 -1.579
S: 0.005 -3.339 -0.579
O: -1.221 -2.751 -1.046
O: 3.063 2.866 0.316
O: -0.058 -4.208 0.559
N: 0.793 -4.178 -1.818
N: 1.295 1.605 -0.389
N: -0.334 3.801 -0.571
C: -2.904 2.141 2.324
C: 1.068 4.025 -0.333
C: 1.192 -2.038 -0.264
C: -1.146 3.236 0.402
C: 1.729 0.296 -0.194
C: 3.368 -1.358 0.418
C: 0.766 -3.426 -3.051
C: 2.460 -2.375 0.169
C: -3.850 1.575 3.337
C: -1.956 3.095 2.674
C: 1.928 2.772 -0.091
C: 0.814 -0.727 -0.449
C: 3.013 -0.032 0.239
C: 0.356 -5.551 -1.948
C: -2.962 1.731 0.999
C: -2.095 2.263 0.067
C: -1.096 3.633 1.738
H: 0.276 -5.961 -0.944
H: -3.673 0.977 0.695
H: -0.376 4.376 2.042
H: 2.708 -3.414 0.308
H: 3.718 0.758 0.439
H: 1.161 -2.431 -2.850
H: 1.399 -3.922 -3.786
H: -0.616 -5.630 -2.448
H: -0.251 -3.331 -3.447
H: 1.205 4.673 0.536
H: -4.761 2.174 3.374
H: -1.889 3.425 3.700
H: -3.403 1.581 4.328
H: -4.128 0.556 3.080
H: 4.364 -1.597 0.757
H: -0.191 -0.520 -0.782
H: 1.489 4.552 -1.193
H: 0.342 1.666 -0.726
H: 1.101 -6.111 -2.516
H: -0.548 3.457 -1.500

Values from the calculation:
Total charge: 0
Gap between HOMO and LUMO in eV: 8.887
Highest occupied orbital energy in Eh: -0.3064
SMILES: Cc1ccc(NCC(=O)Nc2cccc(S(=O)(=O)N(C)C)c2)c(Cl)c1
Energy above the lowest of the compared OMol25 structures with the same formula, charge and spin in kcal/mol: 24.1
DFT total energy in a.u.: -1908.18967
2S+1: 1

Computed, not measured: an isolated molecule of C17H20ClN3O4S in a non-equilibrium geometry, with ωB97M-V/def2-TZVPD.

Cartesian coordinates (Å):
Cl: -1.757 -4.863 -1.118
S: 3.003 0.995 1.099
O: -0.569 -0.368 2.622
O: 3.871 -0.077 0.715
O: 3.559 2.257 1.487
O: 0.027 1.442 -4.360
N: 2.123 0.453 2.399
N: -0.685 -0.389 -3.273
N: 0.795 2.562 -1.737
C: 1.555 2.627 -0.628
C: 1.125 1.342 2.941
C: 1.892 1.348 -0.242
C: 1.296 0.469 -1.157
C: 0.373 -1.219 1.999
C: -0.051 0.819 -3.316
C: -1.752 -3.134 -1.078
C: -2.277 -2.466 0.025
C: 1.791 -0.946 2.507
C: -2.268 -1.077 -0.009
C: -1.219 -2.454 -2.159
C: -0.265 0.991 2.397
C: -1.198 -1.064 -2.159
C: -2.841 -3.210 1.192
C: 0.237 3.694 -2.427
C: 0.605 1.248 -2.070
C: -1.745 -0.378 -1.079
H: 1.866 -1.234 3.562
H: -0.767 3.918 -2.056
H: -2.164 -4.004 1.501
H: -1.770 0.701 -1.086
H: 0.874 4.562 -2.269
H: 1.398 -0.597 -1.171
H: 2.531 -1.496 1.927
H: -3.789 -3.675 0.920
H: 1.415 2.358 2.674
H: -0.307 1.206 1.318
H: -0.905 -0.780 -4.181
H: 0.179 3.473 -3.492
H: 0.332 -1.075 0.910
H: -2.681 -0.536 0.828
H: -0.818 -3.003 -2.998
H: -1.039 1.562 2.914
H: 0.063 -2.236 2.240
H: 1.839 3.554 -0.173
H: 1.124 1.239 4.032
H: -3.006 -2.537 2.028

Values from the calculation:
Total charge: 0
Gap between HOMO and LUMO in eV: 9.109
Highest occupied orbital energy in Eh: -0.3210
SMILES: Cc1ccc(NC(=O)c2cc(S(=O)(=O)N3CCOCC3)cn2C)cc1Cl
Energy above the lowest of the compared OMol25 structures with the same formula, charge and spin in kcal/mol: 12.3
DFT total energy in a.u.: -1983.41783
2S+1: 1

Computed, not measured: a structure of composition C17H20IN8OPdSbSe4, with ωB97M-V/def2-TZVPD.

Cartesian coordinates (Å):
I: -3.310 -2.374 6.650
Sb: -1.589 0.227 -3.207
Pd: -1.540 0.151 1.474
Se: -1.360 1.124 -0.791
Se: -3.974 -0.128 -3.668
Se: -0.217 -1.790 -3.504
Se: -0.687 2.172 -4.340
O: -2.898 -2.342 0.976
N: 5.014 -0.521 -1.155
N: -2.428 1.002 4.336
N: 2.064 -0.682 -0.007
N: -3.677 -2.259 -1.142
N: 5.775 0.456 -1.487
N: -1.635 0.146 3.680
N: 3.767 -0.298 -1.622
N: 0.606 -0.590 1.623
C: 3.017 2.831 -3.393
C: -3.094 0.413 5.344
C: -4.228 -0.431 0.347
C: 1.522 0.423 1.791
C: 2.669 1.612 -2.867
C: -2.701 -0.905 5.342
C: 4.338 3.331 -3.324
C: 5.354 2.625 -2.724
C: 2.674 -1.142 -1.249
C: 5.017 1.381 -2.175
C: 0.962 -1.238 0.529
C: 2.441 0.381 0.792
C: 0.257 -2.413 -0.038
C: 3.710 0.906 -2.257
C: -3.519 -1.747 0.096
C: -1.792 -1.025 4.277
C: -3.521 0.477 1.356
H: -1.271 -1.891 3.902
H: -5.224 -0.718 0.713
H: 2.236 3.411 -3.869
H: 0.800 -3.336 0.195
H: 6.367 3.002 -2.668
H: 3.278 1.010 0.549
H: -3.689 1.527 1.092
H: 1.441 1.129 2.601
H: -0.741 -2.467 0.400
H: 1.918 -1.120 -2.042
H: 3.051 -2.156 -1.130
H: 1.650 1.245 -2.939
H: -3.920 0.293 2.364
H: -2.513 1.939 3.977
H: -3.883 -1.626 -1.923
H: -3.064 -3.031 -1.369
H: 4.546 4.304 -3.755
H: -4.362 0.085 -0.607
H: -3.786 0.949 5.970
H: 0.147 -2.322 -1.123

Values from the calculation:
Total charge: -2
Gap between HOMO and LUMO in eV: 4.311
Highest occupied orbital energy in Eh: -0.0488
Energy above the lowest of the compared OMol25 structures with the same formula, charge and spin in kcal/mol: 5.0
DFT total energy in a.u.: -11444.79578
2S+1: 1

Computed, not measured: a structure of composition C17H20MgO6S, with ωB97M-V/def2-TZVPD.

Cartesian coordinates (Å):
S: -0.448 -2.105 -1.580
Mg: -0.325 0.703 -0.115
O: -1.098 -0.929 -0.848
O: 1.048 3.129 -5.314
O: -1.345 3.746 -3.680
O: 1.248 0.659 -1.216
O: 2.401 0.835 -4.000
O: -1.046 2.174 -1.112
C: 2.355 -1.977 1.832
C: 1.516 1.523 -3.535
C: 0.454 1.906 2.025
C: -1.834 -3.129 -1.962
C: -0.275 2.205 -2.157
C: 0.926 -1.890 2.364
C: 0.860 -2.285 3.844
C: -0.937 2.036 1.948
C: -1.086 -0.394 2.080
C: -0.454 2.987 -3.389
C: -1.699 0.855 1.961
C: 1.065 0.652 2.133
C: -1.593 3.380 1.809
C: 0.308 -0.522 2.167
C: 0.893 1.423 -2.217
C: 0.770 2.651 -4.252
C: -0.037 -1.584 -3.214
H: 2.441 -1.572 0.821
H: 2.143 0.600 2.202
H: -0.165 -2.288 4.219
H: 0.311 -2.598 1.801
H: 3.053 -1.435 2.476
H: 1.437 -1.578 4.447
H: -0.971 4.163 2.241
H: 1.282 -3.281 3.993
H: -0.837 -0.936 -3.575
H: -1.699 -1.285 2.105
H: -2.274 -3.437 -1.015
H: 1.066 2.798 2.014
H: -1.485 -4.001 -2.517
H: -2.563 3.391 2.305
H: -2.543 -2.540 -2.545
H: -1.744 3.606 0.750
H: 0.921 -1.072 -3.172
H: -2.777 0.921 1.893
H: 2.681 -3.018 1.810
H: 0.059 -2.483 -3.825

Values from the calculation:
Total charge: 0
Gap between HOMO and LUMO in eV: 7.078
Highest occupied orbital energy in Eh: -0.2645
Energy above the lowest of the compared OMol25 structures with the same formula, charge and spin in kcal/mol: 0.0
DFT total energy in a.u.: -1709.59652
2S+1: 1